ORCA calculation (wB97M-V/def2-TZVPD) on C40H73BF3MnN6O4Si as an isolated structure at a distorted geometry.

Geometry as XYZ:
```
129
Properties=species:S:1:pos:R:3:forces:R:3:mulliken_spin:R:1
Mn 0.7216 0.2975 -0.0718 -2.1304 0.8500 1.9734 1.198
C -1.4511 3.0935 -1.3505 0.3044 -0.0181 -0.2310 0.007
C -0.2694 3.5308 -2.1944 0.0819 -0.1004 -0.1043 -0.002
C -0.6809 3.7040 -3.6634 -0.0952 0.0582 -0.1293 -0.002
C 0.9152 2.6215 -2.1423 -0.0974 -0.2572 0.2993 0.000
C 2.2028 2.9183 -2.5751 0.1515 0.6345 -0.1882 0.004
C 3.0170 1.8597 -2.2527 -0.2881 -0.2084 0.1722 -0.002
C 4.5083 1.8294 -2.4187 -0.0577 -0.1225 -0.0663 -0.004
C 4.9677 1.0621 -3.6665 0.0508 0.0065 -0.0186 -0.003
C 5.2190 1.4197 -1.1269 0.0575 -0.0655 0.0439 -0.002
N 2.2201 0.8850 -1.7280 -0.0348 -0.5313 -0.1334 -0.014
N 0.9064 1.3744 -1.6625 0.8545 -0.3243 -0.1708 -0.016
B 2.5125 -0.7050 -1.6895 0.0007 -0.1745 -0.2858 -0.102
N 2.8200 -1.1802 -0.2094 -0.6072 0.1565 -0.0125 -0.003
N 1.9855 -0.8138 0.8571 1.1546 0.0305 -0.6718 -0.002
C 2.5529 -1.2838 1.9992 -0.4932 0.2309 -0.4962 -0.020
C 3.6795 -1.9937 1.6357 0.5951 -0.3297 0.2282 0.001
C 3.8320 -1.9204 0.2583 -0.0046 -0.1858 0.1251 -0.003
C 4.8352 -2.7277 -0.5410 -0.1310 0.0772 0.0804 0.001
C 4.1309 -3.6848 -1.5042 -0.0558 -0.0776 -0.0466 0.000
C 5.9535 -1.9524 -1.2365 0.0747 0.0587 -0.0380 0.000
C 2.0582 -1.1775 3.4185 0.0239 0.2234 -0.1689 0.000
C 0.5569 -0.9854 3.5493 -0.0867 -0.1202 -0.0103 -0.007
C 2.8600 -0.1116 4.1806 0.0096 0.1316 0.0833 0.000
N 1.2144 -1.3976 -2.1671 -0.0404 0.4077 0.5440 -0.008
N 0.2082 -1.3084 -1.2184 0.3906 -0.8559 -0.9880 0.055
C -0.7777 -2.1259 -1.6254 0.3070 0.3130 0.2891 0.013
C -0.4286 -2.6708 -2.8586 -0.2630 -0.3235 -0.3037 0.003
C 0.8262 -2.1931 -3.1815 0.2785 -0.0698 -0.1239 -0.002
C 1.5700 -2.4866 -4.4718 -0.0177 0.0339 0.2643 0.001
C 2.7507 -1.5701 -4.7808 0.0709 0.0622 -0.0901 -0.001
C 1.9610 -3.9664 -4.5845 -0.0010 -0.0540 -0.0087 0.000
C -1.9591 -2.5066 -0.7842 0.1917 -0.1386 -0.1938 0.011
C -1.6440 -3.8492 -0.1041 0.0250 -0.0403 0.0754 -0.001
C -3.2199 -2.6034 -1.6325 -0.1882 -0.0450 -0.0386 0.000
H -2.2247 3.8613 -1.4025 0.3773 -0.0548 -0.1519 0.000
H -1.1899 2.9562 -0.3041 0.0496 0.0495 0.1116 -0.002
H -1.8791 2.1573 -1.7213 0.2081 0.1652 0.0649 -0.001
H 0.0833 4.4924 -1.8215 0.0819 0.1291 0.0114 0.000
H -1.1333 2.7793 -4.0401 0.0818 0.1212 0.0391 0.000
H 0.1700 3.9547 -4.3047 -0.1155 -0.0218 0.1105 0.000
H -1.4185 4.5065 -3.7505 0.0521 -0.1089 -0.0001 0.000
H 2.5256 3.8518 -3.0216 -0.0719 -0.1856 0.0829 0.000
H 4.7569 2.8726 -2.6009 0.0537 0.1618 -0.0499 -0.001
H 4.8476 -0.0143 -3.5636 0.0022 0.0383 0.0051 0.000
H 6.0269 1.2675 -3.8400 -0.0764 -0.0310 0.0169 0.000
H 4.4136 1.3777 -4.5565 0.0566 -0.0026 0.1382 0.000
H 4.8394 0.4754 -0.7351 0.0579 0.0688 -0.0516 0.001
H 5.0814 2.1744 -0.3490 -0.0036 -0.0703 -0.1063 0.000
H 6.2908 1.3062 -1.3111 -0.0996 0.0226 0.0103 0.000
H 3.4637 -0.9486 -2.3506 -0.1322 0.1307 0.1858 -0.002
H 4.3175 -2.5462 2.3179 -0.1632 0.1028 -0.1767 -0.001
H 5.3118 -3.3370 0.2233 0.0905 -0.0978 0.1283 0.000
H 3.6776 -3.1351 -2.3294 0.0228 -0.0296 0.0465 -0.001
H 3.3439 -4.2613 -1.0065 0.0989 0.0933 -0.0365 0.000
H 4.8533 -4.3900 -1.9267 -0.0677 0.0960 0.0552 0.000
H 5.5830 -1.3865 -2.0926 0.0435 -0.0281 0.0642 0.000
H 6.6988 -2.6645 -1.6043 -0.1062 0.0836 0.0330 0.000
H 6.4595 -1.2603 -0.5583 -0.0804 -0.0869 -0.0534 0.000
H 2.3141 -2.1416 3.8550 0.0342 -0.1415 0.0733 0.000
H 0.2449 -0.0395 3.1222 -0.0365 0.0100 -0.0348 0.009
H 0.2659 -0.9839 4.6049 0.0877 -0.0169 -0.1332 0.000
H -0.0084 -1.7725 3.0439 0.1135 0.0624 0.0384 0.000
H 2.6416 0.8934 3.8063 0.0626 -0.2040 0.0919 0.000
H 3.9388 -0.2817 4.0975 -0.1759 0.0035 -0.0088 0.000
H 2.5933 -0.1498 5.2420 0.0324 0.0261 -0.1431 0.000
H -1.0230 -3.3481 -3.4619 0.1400 0.1593 0.1586 0.000
H 0.8186 -2.3092 -5.2387 -0.1273 0.0723 -0.1446 0.000
H 3.6367 -1.8340 -4.1965 -0.1127 0.0019 -0.0948 0.000
H 2.5170 -0.5148 -4.5952 0.0193 -0.1755 -0.0209 0.000
H 3.0186 -1.6721 -5.8368 -0.0406 0.0008 0.1187 0.000
H 2.6719 -4.2497 -3.8061 -0.0337 0.0055 -0.0697 0.000
H 2.4286 -4.1542 -5.5573 -0.0778 0.0389 0.1472 0.000
H 1.0897 -4.6205 -4.4964 0.0801 0.0911 -0.0018 0.000
H -2.0941 -1.7610 -0.0127 -0.0650 0.2544 0.2072 -0.002
H -1.4803 -4.6322 -0.8529 -0.0183 0.1031 0.0857 -0.001
H -2.4771 -4.1623 0.5334 0.0954 0.0534 -0.0865 0.001
H -0.7437 -3.7785 0.5177 -0.1332 0.0079 -0.0958 0.000
H -3.1226 -3.3860 -2.3940 -0.0301 0.1059 0.1151 0.000
H -3.4336 -1.6588 -2.1386 0.0161 -0.0589 0.0462 0.000
H -4.0775 -2.8579 -1.0036 0.0597 0.0291 -0.0635 0.000
C -5.6836 0.4616 -0.5895 -0.1131 -0.3124 0.0062 0.000
C -4.6719 1.4417 -0.0364 0.1670 0.1561 0.3178 0.002
C -4.3228 2.4568 -1.1033 -0.0901 0.2035 -0.0739 0.000
C -5.2759 2.1490 1.1703 0.0080 0.1607 0.1401 0.000
O -3.4526 0.7076 0.3132 0.0775 -0.1108 -0.0935 0.024
Si -2.2890 0.6866 1.4557 -1.0198 0.0287 0.0920 -0.002
O -0.7929 0.4972 0.6960 0.5019 0.0666 -0.4180 -0.051
O -2.4882 2.0338 2.3079 0.6033 0.2486 -0.0227 0.008
C -2.0507 2.9081 3.3805 -0.0150 -0.2901 -0.0249 0.001
C -1.1312 3.9630 2.8012 0.2141 0.1415 -0.2712 -0.001
C -3.3083 3.5582 3.9105 -0.3692 0.1548 0.1714 0.000
C -1.3743 2.1127 4.4862 0.0516 -0.1220 0.1007 -0.001
O -2.3489 -0.6698 2.3432 0.1777 -0.0433 0.0145 0.001
C -3.3860 -1.3016 3.1357 -0.0634 0.2444 -0.1307 0.000
C -2.6920 -2.2932 4.0392 0.2484 -0.2611 0.2583 0.000
C -4.3411 -2.0291 2.1999 -0.0982 -0.0898 -0.1760 0.001
C -4.1228 -0.2724 3.9817 -0.0679 0.2340 0.0147 0.000
H -6.5555 1.0108 -0.9596 0.1278 -0.0731 0.0642 0.000
H -6.0307 -0.2338 0.1785 0.0577 0.0175 -0.0677 0.000
H -5.2610 -0.1050 -1.4162 0.0317 -0.0756 -0.0711 0.000
H -5.2353 2.9451 -1.4601 0.0911 -0.0747 0.0405 0.000
H -3.8286 1.9727 -1.9560 -0.2590 0.1322 0.2263 0.000
H -3.6611 3.2272 -0.6953 -0.5112 -0.3356 -0.0140 0.000
H -6.1383 2.7350 0.8358 0.0881 -0.0842 0.0433 0.000
H -4.5590 2.8226 1.6458 -0.2032 -0.1619 -0.1948 0.000
H -5.6343 1.4343 1.9175 0.0521 0.0676 -0.1372 0.000
H -1.6786 4.5741 2.0735 0.1083 -0.0757 0.1090 0.000
H -0.2753 3.5075 2.2999 -0.1791 0.1185 0.1236 -0.001
H -0.7514 4.6193 3.5926 -0.1195 -0.0984 -0.1188 0.000
H -3.8099 4.1234 3.1186 0.0703 -0.0367 0.1644 0.000
H -3.0632 4.2485 4.7239 -0.0283 -0.0839 -0.1004 0.000
H -4.0000 2.8017 4.2943 0.0551 0.1100 -0.0415 0.000
H -0.5000 1.5745 4.1198 -0.0188 0.0859 -0.0149 0.001
H -2.0675 1.3860 4.9221 0.2621 0.2507 -0.0597 0.000
H -1.0478 2.7915 5.2798 -0.0447 -0.0658 -0.0862 0.000
H -2.0534 -2.9639 3.4514 -0.1287 0.1115 0.1173 0.000
H -3.4438 -2.8973 4.5571 0.1159 0.0438 -0.0282 0.000
H -2.0775 -1.7858 4.7939 -0.1101 -0.1031 -0.1853 0.000
H -3.8862 -2.9546 1.8328 -0.0417 0.1256 -0.0027 0.000
H -4.5891 -1.4033 1.3399 -0.0068 -0.0323 0.1071 -0.001
H -5.2669 -2.2908 2.7220 0.1249 0.0028 -0.0472 0.000
H -3.4237 0.2642 4.6309 -0.2503 -0.2407 -0.1402 0.000
H -4.8589 -0.7773 4.6127 0.0554 0.0441 -0.0515 0.000
H -4.6474 0.4680 3.3675 0.1082 -0.1897 0.0939 0.000
F 1.2262 3.0335 0.4839 -0.1029 0.4214 0.1863 0.005
C 1.5581 1.8271 0.9685 0.2140 -0.6683 -0.6445 -0.083
F 1.2060 1.8046 2.2554 -0.0621 0.1445 0.4209 0.002
F 2.9126 1.7737 0.9383 0.0099 0.1076 0.0821 -0.008
```
Forces are in eV/Å.

Its spin multiplicity is 2. The total energy comes out at -107823.5405 eV. The net charge is +1. Its expectation value of S² is 1.049. The gap between HOMO and LUMO (alpha / beta) is 6.36 / 7.20 eV. The value obtained for the HOMO energy (alpha / beta) is -11.5818 / -11.5640 eV. As for the relative energy (zero: lowest compared OMol25 entry of this formula, charge and spin): 5.9 kcal/mol. For the max |F|, the calculation gives 3.0 eV/A.